A molecular structure, BrFHP in a non-equilibrium geometry, computed with ωB97M-V with the def2-TZVPD basis set.

charge: 0
E_HOMO: -9.9 eV
orbital gap: 7.2842 eV
lowest unoccupied orbital energy: -2.6 eV
ΔE to the lowest compared entry with this formula, charge and spin: 40.2 kcal/mol
max |F|: 3.29 eV Å⁻¹

CARTESIAN COORDINATES (ANGSTROEM)
F -1.6133 -0.3092 -0.0705
P -0.3194 0.0692 0.8621
Br 1.8073 -0.9668 -1.0047
H 0.1255 1.2067 0.2131